Entry 1:
Density functional theory data (ωB97M-V/def2-TZVPD) for the molecule C5H5ClO.

Its HOMO energy is -7.792 eV. The value obtained for the energy relative to the best compared isomer or geometry (same formula, charge and spin) is 271.4 kJ/mol. The value obtained for the HOMO-LUMO gap is 8.19 eV. The largest force on an atom comes out at 0.1006 hartree/bohr. As for the SMILES: ClC1=COCC=C1. For the lowest unoccupied orbital energy, the calculation gives 0.399 eV.

Last column: natural (NBO) charge in e.
Cartesian coordinates (Å):
Cl -3.044 -0.119 -0.024  -0.04
C -1.265 -0.298 0.062  -0.18
C -0.585 -1.518 -0.110  0.19
O 0.690 -1.407 0.025  -0.49
C 1.462 -0.123 0.038  -0.11
C 0.666 1.256 -0.221  -0.26
C -0.618 1.011 0.194  -0.22
H -1.056 -2.571 -0.300  0.22
H 2.452 -0.201 -0.635  0.21
H 1.774 -0.168 1.253  0.20
H 0.889 2.317 -0.492  0.25
H -1.366 1.822 0.211  0.22



Entry 2:
Density functional theory data (ωB97M-V/def2-TZVPD) for a structure of composition C30H28AlAsF4N2.

Its HOMO energy is -14.202 eV. The value obtained for the energy relative to the best compared isomer or geometry (same formula, charge and spin) is 4.3 kJ/mol. The value obtained for the HOMO-LUMO gap is 8.26 eV. Its total charge is +2. The largest force on an atom comes out at 0.0585 hartree/bohr. For the lowest unoccupied orbital energy, the calculation gives -5.938 eV.

Last column: natural (NBO) charge in e.
Cartesian coordinates (Å):
Al -0.573 -0.994 0.443  1.91
C -3.050 -4.381 -0.327  -0.64
C -1.913 -3.433 0.151  -0.23
N -2.141 -1.986 -0.071  -0.64
C -2.582 -1.559 -1.456  -0.24
C -1.639 -2.085 -2.512  -0.65
C -3.012 -1.433 1.019  -0.26
C -2.286 -1.483 2.413  -0.24
N -0.886 -1.139 2.165  -0.97
C 0.214 -1.520 2.919  0.06
C 1.316 -1.851 2.222  0.25
F 1.164 -1.797 0.737  -0.40
C 2.627 -1.900 2.655  0.38
F 3.597 -2.097 1.807  -0.26
C 2.847 -1.684 3.979  -0.32
C 1.688 -1.457 4.786  0.38
F 1.886 -1.195 6.057  -0.27
C 0.412 -1.381 4.301  0.34
F -0.606 -0.975 5.034  -0.28
H -2.771 -5.326 0.192  0.26
H -3.045 -4.608 -1.363  0.23
H -4.062 -3.991 -0.038  0.23
H -0.964 -3.705 -0.334  0.22
H -1.698 -3.503 1.228  0.23
H -2.547 -0.476 -1.467  0.21
H -3.665 -1.766 -1.780  0.26
H -0.582 -1.711 -2.449  0.21
H -1.990 -1.760 -3.495  0.26
H -1.663 -3.165 -2.590  0.24
H -3.973 -1.962 1.068  0.26
H -3.263 -0.408 0.739  0.23
H -2.496 -2.497 2.888  0.23
H -2.720 -0.701 3.087  0.24
H 3.815 -1.818 4.419  0.28
C -2.643 4.519 -1.768  -0.17
C -2.771 3.940 -0.503  -0.18
C -1.963 2.871 -0.139  -0.24
C -1.063 2.420 -1.093  -0.27
C -0.997 2.886 -2.374  -0.23
C -1.874 3.916 -2.711  -0.17
As 0.259 0.982 -0.674  0.84
C 1.661 1.652 0.437  -0.33
C 1.410 2.313 1.650  -0.21
C 2.533 2.773 2.341  -0.19
C 3.809 2.648 1.737  -0.18
C 3.968 2.049 0.481  -0.12
C 2.897 1.465 -0.160  -0.09
C 2.821 0.988 -1.604  0.03
C 3.886 0.976 -2.469  -0.19
C 3.661 0.753 -3.883  -0.15
C 2.367 0.591 -4.291  -0.20
C 1.277 0.495 -3.409  -0.20
C 1.525 0.768 -2.088  -0.35
H -3.169 5.403 -2.053  0.25
H -3.323 4.400 0.357  0.25
H -1.991 2.395 0.896  0.22
H -0.299 2.469 -3.100  0.24
H -1.715 4.397 -3.658  0.24
H 0.376 2.646 1.939  0.24
H 2.424 3.290 3.302  0.25
H 4.688 3.022 2.268  0.25
H 4.966 1.982 -0.033  0.23
H 4.918 1.071 -2.063  0.24
H 4.467 0.699 -4.584  0.25
H 2.213 0.572 -5.361  0.24
H 0.246 0.395 -3.816  0.23



Entry 3:
Density functional theory data (ωB97M-V/def2-TZVPD) for the molecule C5H3N3O3S.

Its HOMO energy is -9.427 eV. The value obtained for the energy relative to the best compared isomer or geometry (same formula, charge and spin) is 0.0 kJ/mol. The value obtained for the HOMO-LUMO gap is 8.97 eV. The largest force on an atom comes out at 0.1193 hartree/bohr. As for the SMILES: O=c1[nH]c2ncsc2c(=O)n1O. For the lowest unoccupied orbital energy, the calculation gives -0.456 eV.

Last column: natural (NBO) charge in e.
Cartesian coordinates (Å):
O -2.571 -0.048 -1.418  -0.57
C -1.451 -0.160 -0.916  0.74
N -0.488 0.798 -1.255  -0.58
C 0.624 0.717 -0.504  0.36
N 1.704 1.475 -0.863  -0.45
C 2.579 1.494 0.131  -0.08
S 2.442 0.228 1.303  0.47
C 0.845 -0.110 0.587  -0.40
C -0.273 -0.885 0.968  0.59
O -0.374 -1.480 1.990  -0.59
N -1.271 -1.111 0.080  -0.16
O -2.517 -1.683 0.659  -0.50
H -0.388 1.137 -2.195  0.45
H 3.500 2.047 0.159  0.22
H -2.361 -2.419 1.274  0.51